A:
Computed, not measured: 10 unconnected molecules or ions with the total composition C30H70N10O10, with wB97M-V/def2-TZVPD.

Last column: Löwdin charge in e.
Geometry (Å):
C (5.302, -1.642, 6.811)  -0.0506
N (5.193, -2.651, 5.762)  -0.1997
C (4.897, -2.156, 4.406)  -0.0385
C (5.543, -3.941, 5.876)  -0.3690
O (5.367, -4.823, 5.061)  0.0138
H (5.380, -2.166, 7.764)  0.0849
H (4.415, -1.017, 6.909)  0.0857
H (6.140, -1.024, 6.489)  0.0889
H (3.849, -1.865, 4.346)  0.0891
H (5.499, -1.288, 4.138)  0.0823
H (5.183, -2.937, 3.701)  0.0834
H (5.959, -4.112, 6.881)  0.1297
C (-4.779, -9.180, 4.184)  -0.0493
N (-5.414, -10.297, 4.889)  -0.1865
C (-5.569, -11.469, 4.037)  -0.0761
C (-5.814, -10.286, 6.198)  -0.3486
O (-5.661, -9.400, 7.001)  0.0261
H (-4.594, -8.335, 4.847)  0.0877
H (-5.412, -8.856, 3.359)  0.0825
H (-3.846, -9.440, 3.684)  0.0848
H (-6.216, -12.248, 4.441)  0.0816
H (-5.896, -11.210, 3.030)  0.0835
H (-4.619, -11.993, 3.928)  0.0861
H (-6.251, -11.271, 6.425)  0.1281
C (4.236, 0.125, -8.829)  -0.0469
N (3.176, -0.775, -8.532)  -0.2185
C (2.973, -1.932, -9.364)  -0.0762
C (2.340, -0.624, -7.471)  -0.3230
O (2.245, 0.398, -6.791)  0.0010
H (4.229, 1.055, -8.261)  0.0931
H (4.070, 0.341, -9.885)  0.0928
H (5.160, -0.418, -8.631)  0.0939
H (2.643, -1.757, -10.388)  0.0863
H (3.891, -2.494, -9.531)  0.0855
H (2.234, -2.613, -8.941)  0.0837
H (1.865, -1.591, -7.247)  0.1283
C (4.994, 6.940, -1.069)  -0.0606
N (5.474, 5.843, -0.230)  -0.2094
C (5.158, 4.508, -0.596)  -0.0589
C (6.040, 6.129, 0.962)  -0.3080
O (6.299, 5.270, 1.839)  -0.0330
H (5.661, 6.987, -1.931)  0.0871
H (4.894, 7.957, -0.690)  0.0861
H (3.977, 6.797, -1.434)  0.0854
H (5.481, 4.326, -1.621)  0.0889
H (5.795, 3.837, -0.021)  0.0932
H (4.080, 4.345, -0.567)  0.0972
H (6.260, 7.203, 1.060)  0.1318
C (-2.356, -11.712, -1.577)  -0.0728
N (-1.882, -12.819, -0.765)  -0.2061
C (-2.654, -14.068, -0.949)  -0.0321
C (-0.884, -12.664, 0.163)  -0.2847
O (-0.575, -13.621, 0.916)  -0.0403
H (-3.329, -11.407, -1.192)  0.0796
H (-2.512, -11.891, -2.641)  0.0907
H (-1.805, -10.862, -1.176)  0.0813
H (-2.659, -14.247, -2.024)  0.0825
H (-2.103, -14.840, -0.412)  0.0829
H (-3.695, -13.978, -0.639)  0.0864
H (-0.437, -11.661, 0.248)  0.1325
C (1.618, 9.239, 7.365)  -0.0414
N (0.748, 9.381, 6.178)  -0.1920
C (-0.081, 10.542, 6.284)  -0.0616
C (0.699, 8.509, 5.209)  -0.3393
O (-0.044, 8.625, 4.199)  -0.0362
H (2.357, 8.438, 7.357)  0.0856
H (0.973, 8.994, 8.209)  0.0886
H (2.161, 10.165, 7.555)  0.0873
H (-0.773, 10.769, 5.473)  0.0926
H (-0.672, 10.687, 7.188)  0.0924
H (0.610, 11.384, 6.245)  0.0900
H (1.415, 7.697, 5.410)  0.1340
C (6.542, -4.531, -3.575)  -0.0718
N (5.849, -5.534, -4.312)  -0.2038
C (6.335, -5.914, -5.601)  -0.0676
C (4.804, -6.211, -3.764)  -0.3044
O (4.181, -7.173, -4.259)  -0.0215
H (7.473, -5.014, -3.277)  0.0899
H (6.065, -4.301, -2.622)  0.0885
H (6.824, -3.615, -4.094)  0.0899
H (6.519, -5.037, -6.221)  0.0871
H (7.159, -6.620, -5.703)  0.0943
H (5.548, -6.342, -6.222)  0.0863
H (4.397, -5.823, -2.817)  0.1331
C (-1.951, 0.933, 0.442)  -0.0496
N (-1.862, -0.475, 0.861)  -0.1919
C (-2.153, -0.633, 2.239)  -0.0607
C (-1.415, -1.395, 0.043)  -0.3846
O (-1.362, -2.584, 0.256)  0.0274
H (-2.940, 1.392, 0.424)  0.0895
H (-1.462, 1.001, -0.529)  0.0789
H (-1.337, 1.590, 1.058)  0.0854
H (-3.153, -0.266, 2.472)  0.0919
H (-1.955, -1.635, 2.621)  0.0968
H (-1.524, 0.035, 2.827)  0.0861
H (-1.080, -0.916, -0.890)  0.1307
C (-7.038, 7.363, 2.026)  -0.0676
N (-8.480, 7.354, 2.037)  -0.1834
C (-9.057, 6.091, 1.538)  -0.0493
C (-9.113, 8.456, 2.493)  -0.3662
O (-8.646, 9.448, 3.001)  0.0232
H (-6.764, 6.954, 1.054)  0.0777
H (-6.555, 6.642, 2.684)  0.0879
H (-6.510, 8.304, 2.184)  0.0934
H (-8.913, 5.290, 2.263)  0.0886
H (-10.123, 6.058, 1.315)  0.0836
H (-8.626, 5.862, 0.563)  0.0824
H (-10.201, 8.289, 2.461)  0.1298
C (-4.212, 9.993, -5.123)  -0.0597
N (-2.985, 9.660, -5.791)  -0.2169
C (-2.208, 8.762, -4.971)  -0.0485
C (-2.368, 10.334, -6.722)  -0.3724
O (-1.204, 10.156, -7.072)  -0.0030
H (-4.780, 9.067, -5.029)  0.0914
H (-4.985, 10.678, -5.472)  0.0927
H (-3.778, 10.422, -4.220)  0.0948
H (-2.763, 8.063, -4.345)  0.0918
H (-1.364, 8.302, -5.485)  0.0945
H (-1.774, 9.466, -4.261)  0.0974
H (-3.006, 11.144, -7.111)  0.1380

## Properties
* orbital gap: 9.5 eV
* SMILES: CN(C)C=O.CN(C)C=O.CN(C)C=O.CN(C)C=O.CN(C)C=O.CN(C)C=O.CN(C)C=O.CN(C)C=O.CN(C)C=O.CN(C)C=O

B:
Computed, not measured: 10 unconnected molecules or ions with the total composition C30H70N10O10, with wB97M-V/def2-TZVPD.

Last column: Löwdin charge in e.
Geometry (Å):
C (-4.944, -0.432, -3.163)  -0.0563
N (-3.655, 0.024, -3.731)  0.0266
C (-2.455, -0.421, -3.288)  -0.4975
C (-1.280, 0.197, -4.092)  0.0227
O (-2.393, -1.049, -2.249)  0.0089
H (-5.471, -1.255, -3.646)  0.0830
H (-5.695, 0.358, -3.139)  0.0809
H (-4.853, -0.665, -2.103)  0.0747
H (-3.811, 0.747, -4.418)  0.1361
H (-1.126, -0.438, -4.965)  0.0899
H (-0.358, 0.169, -3.511)  0.0775
H (-1.492, 1.210, -4.433)  0.0639
C (-3.206, 6.263, -2.975)  -0.0547
N (-3.321, 5.472, -1.735)  0.0244
C (-4.499, 5.345, -1.159)  -0.5177
C (-4.560, 4.389, 0.104)  0.0176
O (-5.506, 6.051, -1.445)  -0.0092
H (-3.263, 7.329, -2.755)  0.0834
H (-3.977, 6.044, -3.713)  0.0887
H (-2.245, 6.156, -3.478)  0.0507
H (-2.482, 5.170, -1.260)  0.1050
H (-5.531, 3.892, 0.108)  0.0781
H (-4.379, 4.850, 1.075)  0.0780
H (-3.730, 3.717, -0.111)  0.0332
C (-0.704, -4.236, -2.553)  -0.0213
N (-1.616, -3.518, -1.604)  0.0406
C (-2.082, -3.821, -0.375)  -0.4982
C (-2.935, -2.856, 0.442)  0.0289
O (-1.703, -4.846, 0.201)  -0.0310
H (0.043, -3.492, -2.833)  0.0772
H (-1.186, -4.515, -3.490)  0.0752
H (-0.233, -5.090, -2.067)  0.0717
H (-1.937, -2.583, -1.808)  0.0440
H (-2.344, -2.360, 1.211)  0.0695
H (-3.550, -3.517, 1.053)  0.0743
H (-3.425, -2.145, -0.224)  0.0680
C (0.021, -7.927, 1.976)  -0.0618
N (0.258, -6.601, 1.456)  0.0273
C (1.510, -6.259, 1.279)  -0.5781
C (1.648, -4.828, 0.689)  0.0085
O (2.501, -6.977, 1.469)  0.0012
H (0.156, -8.674, 1.195)  0.0896
H (-0.848, -7.914, 2.635)  0.0829
H (0.855, -8.190, 2.626)  0.0751
H (-0.540, -5.996, 1.325)  0.0884
H (2.698, -4.553, 0.785)  0.0783
H (1.056, -4.143, 1.296)  0.0488
H (1.340, -4.925, -0.352)  0.0645
C (4.133, 2.105, 1.720)  -0.0701
N (5.508, 1.906, 2.152)  0.0157
C (6.292, 1.154, 1.423)  -0.5076
C (7.787, 0.787, 1.870)  0.0100
O (5.800, 0.656, 0.358)  -0.0310
H (3.660, 2.826, 2.387)  0.0825
H (3.514, 1.210, 1.778)  0.0653
H (3.837, 2.480, 0.739)  0.0807
H (5.922, 2.348, 2.961)  0.1430
H (7.726, 0.433, 2.899)  0.0644
H (8.281, 1.739, 1.672)  0.0713
H (8.308, -0.029, 1.370)  0.0731
C (0.277, 8.065, -1.372)  -0.0788
N (0.522, 7.329, -0.174)  0.0186
C (0.348, 6.002, -0.240)  -0.5767
C (0.708, 5.258, 1.065)  0.0320
O (-0.138, 5.500, -1.176)  0.0393
H (-0.276, 8.961, -1.086)  0.0848
H (-0.333, 7.504, -2.080)  0.0744
H (1.130, 8.515, -1.880)  0.0848
H (0.992, 7.783, 0.596)  0.1474
H (0.244, 4.275, 0.990)  0.0601
H (0.239, 5.769, 1.906)  0.0807
H (1.767, 5.421, 1.266)  0.0822
C (3.096, -5.149, 4.284)  -0.0457
N (3.640, -3.814, 4.013)  0.0123
C (2.841, -2.847, 3.555)  -0.4810
C (3.466, -1.457, 3.228)  -0.0010
O (1.614, -3.059, 3.343)  -0.0152
H (3.907, -5.864, 4.424)  0.0892
H (2.338, -5.587, 3.635)  0.0653
H (2.691, -5.005, 5.286)  0.0878
H (4.556, -3.682, 3.608)  0.1364
H (4.037, -1.063, 4.070)  0.0719
H (2.826, -0.596, 3.033)  0.0568
H (4.267, -1.454, 2.489)  0.0753
C (2.949, 4.166, -3.004)  -0.0370
N (1.584, 4.291, -3.507)  0.0245
C (1.012, 3.668, -4.467)  -0.5943
C (-0.359, 4.261, -4.909)  0.0282
O (1.494, 2.679, -5.007)  0.0207
H (2.928, 3.461, -2.173)  0.0769
H (3.479, 5.088, -2.764)  0.0833
H (3.676, 3.578, -3.565)  0.0873
H (0.909, 4.914, -3.087)  0.0918
H (-1.102, 3.464, -4.898)  0.0653
H (-0.312, 4.855, -5.822)  0.0888
H (-0.568, 4.976, -4.114)  0.0347
C (0.462, -0.888, 0.593)  -0.0082
N (-0.145, 0.179, -0.340)  0.0728
C (-0.311, 1.450, 0.024)  -0.5754
C (-1.076, 2.253, -0.905)  0.0088
O (0.013, 1.852, 1.150)  0.0153
H (1.086, -1.632, 0.097)  0.0739
H (-0.265, -1.545, 1.069)  0.0533
H (1.147, -0.581, 1.383)  0.0577
H (-0.317, -0.167, -1.274)  0.0944
H (-1.956, 2.632, -0.384)  0.0777
H (-1.480, 1.701, -1.754)  0.0658
H (-0.545, 3.114, -1.310)  0.0712
C (-4.073, -6.139, 2.911)  -0.0805
N (-3.016, -5.195, 2.865)  -0.0102
C (-2.556, -4.534, 3.943)  -0.4989
C (-1.273, -3.852, 3.754)  -0.0154
O (-3.249, -4.604, 5.020)  -0.0271
H (-4.805, -6.006, 2.114)  0.0835
H (-4.632, -5.998, 3.836)  0.0808
H (-3.683, -7.157, 2.917)  0.0792
H (-2.638, -4.986, 1.951)  0.0643
H (-1.098, -3.237, 2.871)  0.0602
H (-0.494, -4.587, 3.955)  0.0882
H (-1.066, -3.052, 4.465)  0.0887

## Properties
* orbital gap: 8.8 eV
* SMILES: CNC(C)=O.CNC(C)=O.CNC(C)=O.CNC(C)=O.CNC(C)=O.CNC(C)=O.CNC(C)=O.CNC(C)=O.CNC(C)=O.CNC(C)=O

The most stable of them is B.

A:
Computed, not measured: C6H12N2O3 in the gas phase, with wB97M-V/def2-TZVPD.

Last column: Löwdin charge in e.
Geometry (Å):
C (-2.507, -0.663, 1.166)  -0.0767
C (-1.300, -0.022, 0.480)  -0.3558
N (-1.506, 1.349, -0.030)  0.0218
C (-0.747, -1.024, -0.668)  -0.3726
O (-1.329, -2.062, -0.941)  0.0688
N (0.441, -0.615, -1.300)  0.1035
C (1.607, 0.112, -0.782)  -0.2536
C (1.380, 1.660, -0.594)  -0.0553
C (2.140, -0.576, 0.501)  -0.5403
O (2.209, 0.005, 1.555)  0.1100
O (2.377, -1.834, 0.281)  0.1401
H (-3.484, -0.511, 0.669)  0.0810
H (-2.611, -0.023, 2.157)  0.1155
H (-2.169, -1.692, 1.358)  0.0806
H (-0.566, 0.127, 1.323)  0.1333
H (-1.345, 1.375, -1.016)  0.0610
H (-2.477, 1.583, 0.162)  0.0754
H (0.610, -1.106, -2.121)  0.1106
H (2.486, 0.081, -1.455)  0.1530
H (1.044, 2.089, -1.546)  0.0693
H (2.411, 2.105, -0.390)  0.1017
H (0.521, 1.881, 0.123)  0.0691
H (2.813, -2.240, 1.067)  0.1595

## Properties
* orbital gap: 9.9 eV
* SMILES: C[C@H](N)C(=O)N[C@@H](C)C(=O)O

B:
Computed, not measured: C6H12N2O3 in the gas phase, with wB97M-V/def2-TZVPD.

Last column: Löwdin charge in e.
Geometry (Å):
C (0.802, -1.020, 2.473)  -0.0360
C (0.806, -0.890, 0.968)  -0.3954
N (1.816, -1.590, 0.322)  0.0398
C (1.176, 0.578, 0.543)  -0.3557
O (1.849, 1.380, 1.197)  0.0491
N (0.588, 1.090, -0.673)  0.1168
C (-0.435, 0.379, -1.500)  -0.2793
C (-0.312, -1.080, -1.850)  -0.0558
C (-1.770, 0.461, -0.791)  -0.4973
O (-2.157, -0.399, 0.018)  0.0691
O (-2.423, 1.594, -0.908)  0.1431
H (1.794, -1.264, 2.865)  0.0805
H (0.302, -1.878, 2.884)  0.0732
H (0.668, -0.137, 3.037)  0.0636
H (-0.135, -0.946, 0.608)  0.0552
H (2.779, -1.297, 0.402)  0.1023
H (1.717, -2.610, 0.310)  0.1074
H (0.678, 2.126, -0.627)  0.1552
H (-0.609, 0.938, -2.481)  0.1688
H (0.431, -1.216, -2.685)  0.1035
H (-1.333, -1.350, -2.154)  0.0983
H (0.124, -1.740, -1.068)  0.0643
H (-2.992, 1.703, -0.146)  0.1295

## Properties
* orbital gap: 9.8 eV
* SMILES: C[C@H](N)C(=O)N[C@@H](C)C(=O)O

The most stable of them is A.

A:
Computed, not measured: C6H12N2O3 in the gas phase, with wB97M-V/def2-TZVPD.

Last column: Löwdin charge in e.
Geometry (Å):
C (-0.260, 0.615, -1.913)  -0.5805
C (0.374, -0.844, -0.143)  -0.4720
C (-0.682, -0.040, 0.625)  -0.2168
C (0.297, -2.376, 0.103)  0.0052
C (1.843, -0.439, 0.303)  -0.0079
C (-0.234, 0.544, 1.968)  0.0285
N (-0.314, 1.546, -0.945)  -0.0155
N (-1.036, 2.653, -0.981)  0.0614
O (-0.506, 0.778, -3.087)  0.0670
O (0.091, -0.699, -1.535)  0.0197
O (-2.026, -0.075, 0.424)  0.0756
H (1.292, -2.868, -0.058)  0.1048
H (-0.328, -2.956, -0.575)  0.0922
H (-0.061, -2.459, 1.063)  0.0510
H (2.117, -0.735, 1.250)  0.0519
H (1.993, 0.614, 0.214)  0.0647
H (2.513, -0.900, -0.512)  0.1287
H (-1.135, 0.863, 2.401)  0.0752
H (0.482, 1.250, 1.719)  0.0651
H (0.085, -0.393, 2.467)  0.1103
H (-1.677, 2.909, -1.668)  0.0790
H (-0.551, 3.382, -0.618)  0.0490
H (-2.275, -0.369, -0.500)  0.1633

## Properties
* orbital gap (spin up / spin down): 7.7 / 7.7 eV

B:
Computed, not measured: C6H12N2O3 in the gas phase, with wB97M-V/def2-TZVPD.

Last column: Löwdin charge in e.
Geometry (Å):
C (-2.786, 0.669, 1.104)  -0.0808
O (-2.011, 0.310, 0.005)  -0.0985
C (-0.629, 0.278, 0.184)  -0.1729
C (0.176, 0.622, -1.052)  -0.1628
C (1.665, 0.604, -0.673)  -0.1106
C (1.979, -0.973, -0.497)  -0.1228
N (1.313, -1.192, 0.776)  -0.0262
C (-0.019, -1.460, 0.632)  -0.1777
N (-0.713, -1.687, 1.818)  -0.3843
O (-0.268, -1.191, 2.845)  0.0726
O (-1.729, -2.388, 1.783)  0.0646
H (-3.756, 0.795, 0.868)  0.0616
H (-2.578, 1.539, 1.612)  0.0799
H (-2.860, -0.146, 1.727)  0.0610
H (-0.297, 1.017, 0.972)  0.1616
H (-0.135, 1.527, -1.322)  0.0765
H (-0.216, -0.003, -1.768)  0.1014
H (2.126, 1.040, -1.487)  0.0684
H (1.740, 1.270, 0.241)  0.1370
H (1.644, -1.503, -1.347)  0.1069
H (2.990, -1.121, -0.341)  0.0883
H (1.905, -1.487, 1.488)  0.1145
H (-0.320, -2.180, -0.056)  0.1423

## Properties
* orbital gap: 8.6 eV
* SMILES: CO[C@@H]1CCCN[C@H]1[N+](=O)[O-]

C:
Computed, not measured: C6H12N2O3 in the gas phase, with wB97M-V/def2-TZVPD.

Last column: Löwdin charge in e.
Geometry (Å):
C (0.083, -1.286, -3.108)  -0.0661
C (0.137, -1.351, -1.555)  -0.3507
N (-0.885, -2.158, -0.838)  0.0165
C (0.521, 0.020, -0.878)  -0.3481
O (1.398, 0.811, -1.299)  0.0354
N (-0.233, 0.182, 0.354)  0.0932
C (0.350, 1.238, 1.193)  -0.2748
C (-0.500, 2.542, 1.173)  -0.0395
C (0.408, 0.843, 2.737)  -0.4137
O (0.466, 1.700, 3.590)  0.0824
O (0.364, -0.545, 3.010)  0.0413
H (0.005, -2.226, -3.721)  0.0848
H (0.968, -0.684, -3.372)  0.0698
H (-0.788, -0.667, -3.451)  0.0842
H (1.077, -1.944, -1.233)  0.1623
H (-1.747, -1.891, -1.214)  0.0468
H (-0.637, -3.194, -0.887)  0.1171
H (-0.590, -0.652, 0.769)  0.0922
H (1.404, 1.398, 1.053)  0.1376
H (-1.505, 2.137, 1.353)  0.0801
H (-0.306, 3.029, 0.195)  0.0859
H (-0.360, 3.244, 2.095)  0.1089
H (0.371, -0.548, 4.033)  0.1547

## Properties
* orbital gap: 10.3 eV
* SMILES: C[C@H](N)C(=O)N[C@@H](C)C(=O)O

The most stable of them is C.